# 1
This record from OMol25 describes a cluster of 5 separate species, C29H56ClIN4O27P2S4 in total in a non-equilibrium geometry. The level of theory is ωB97M-V with the def2-TZVPD basis set.

```
124
C29H56ClIN4O27P2S4 ωB97M-V with the def2-TZVPD basis set
C 3.7522 -3.7904 4.1154
C 3.3260 -2.6497 3.1192
C 3.6167 -1.2039 3.6592
C 2.2671 -0.3641 3.6388
N 2.0297 0.0118 2.2406
C 0.8039 0.8302 2.0194
N 0.1421 1.2245 3.2629
C 0.4846 2.3596 3.6978
O 0.9283 3.0336 4.5155
O 0.0685 0.4058 0.9202
C -1.0541 -0.5667 1.0110
C -0.6333 -1.6410 2.0528
C -1.5894 -2.8536 2.3169
C -1.2413 -3.4308 3.7351
O -2.0880 -3.9622 4.3793
O 0.0411 -3.3775 4.2457
C -2.2952 0.3215 1.3535
I -3.0632 0.1248 3.4351
C -3.6321 0.2414 0.5494
C -4.4856 1.5506 0.8759
C -0.8896 -1.0700 -0.5177
C -2.0231 -1.8569 -1.2205
C -3.0444 -2.7670 -0.4940
O -2.6840 -4.1795 -0.4323
O 0.4693 -1.5638 -0.5081
C 0.9639 -2.5996 -1.2697
Cl 2.7191 -2.7819 -0.6500
C 0.3793 -4.0594 -0.9744
N -0.3097 -4.6486 -2.1203
C 1.1221 -2.4744 -2.8160
C 1.9505 -1.3002 -3.3729
O 2.8943 -0.7606 -2.8948
O 1.5589 -0.8605 -4.6507
P -0.6764 0.4587 -1.6676
N -1.6798 1.6234 -1.3690
O -0.9768 -0.0131 -3.2418
O 0.8478 1.0642 -1.6924
P 1.6204 2.4985 1.4762
C 3.1561 2.1890 0.4733
O 0.5926 3.3364 0.4478
H 3.0687 -3.7290 4.9918
H 3.6213 -4.7969 3.6675
H 4.8166 -3.6184 4.3788
H 2.2345 -2.7904 2.9235
H 3.8248 -2.8627 2.1422
H 4.2604 -0.7121 2.8871
H 4.1184 -1.1777 4.6466
H 1.5000 -1.0178 4.1106
H 2.4957 0.5548 4.2244
H 2.0559 -0.7718 1.5887
H 0.3670 -2.0935 1.8505
H -0.4915 -1.2187 3.0769
H -2.6663 -2.6174 2.3953
H -1.4663 -3.7267 1.6431
H -0.0625 -3.1164 5.1775
H -1.9999 1.3933 1.3447
H -4.2525 -0.5766 0.9884
H -3.5773 0.2209 -0.5492
H -3.9317 2.2859 1.4939
H -5.4354 1.2776 1.3824
H -4.7651 2.0822 -0.0667
H -2.6609 -1.1359 -1.7927
H -1.6180 -2.4853 -2.0593
H -3.9643 -2.7838 -1.1350
H -3.4153 -2.4292 0.4926
H -3.1362 -4.5083 0.3592
H -0.2397 -3.9492 -0.0627
H 1.1951 -4.7700 -0.6937
H 0.3298 -5.0829 -2.7801
H -0.9784 -5.3649 -1.8448
H 1.6630 -3.3943 -3.1512
H 0.1659 -2.5003 -3.3876
H 1.5191 0.1053 -4.5300
H -1.1474 2.4577 -1.1236
H -1.2117 0.8093 -3.7106
H 1.4689 0.6118 -1.0938
H 2.9887 2.2052 -0.6357
H 3.7316 1.2888 0.7598
H 3.8320 3.0621 0.6673
H 1.0571 3.5826 -0.3719
C 0.9904 6.2780 2.7534
C 1.3928 7.5422 3.4826
O 2.6606 7.8966 2.9177
S 2.6940 7.4501 1.3695
O 2.3788 8.5788 0.5673
O 3.8557 6.6598 1.1535
O 1.4165 6.4747 1.3992
H 1.5155 5.4077 3.1536
H -0.0827 6.1016 2.7920
H 1.4774 7.3938 4.5567
H 0.6922 8.3573 3.2833
C -5.2199 -3.6019 -4.2049
C -5.8408 -4.8406 -4.8186
O -4.8509 -5.8621 -4.6601
S -4.0223 -5.5909 -3.3016
O -4.5717 -6.4004 -2.2715
O -2.6390 -5.5873 -3.6172
O -4.5043 -4.0734 -3.0596
H -4.5042 -3.1384 -4.8852
H -5.9636 -2.8690 -3.9116
H -6.0897 -4.7054 -5.8689
H -6.7354 -5.1484 -4.2706
C -5.4919 2.5637 -5.2104
C -4.3123 1.9217 -5.9127
O -3.7303 1.0580 -4.9318
S -4.8922 0.4887 -3.9693
O -5.2661 -0.8061 -4.4289
O -4.5248 0.7370 -2.6243
O -6.0478 1.5269 -4.3955
H -5.1697 3.3765 -4.5556
H -6.2361 2.9372 -5.9109
H -3.5858 2.6529 -6.2601
H -4.6392 1.3064 -6.7548
C 6.9719 4.6504 1.2932
C 8.1461 4.0065 0.5848
O 8.7308 3.1400 1.5612
S 7.5706 2.5719 2.5292
O 7.1889 1.2830 2.0691
O 7.9484 2.8214 3.8736
O 6.4155 3.6166 2.1107
H 7.3013 5.4618 1.9463
H 6.2250 5.0280 0.5973
H 8.8722 4.7366 0.2338
H 7.8134 3.3926 -0.2564
```

Computed properties:
**Frontier orbital gap**: 8.23 eV
**SMILES**: CCCCN[C@](N=C=O)(O[C@@](CCC(=O)O)([C@H](I)CC)[C@](CCO)(O[C@@](Cl)(CN)CC(=O)O)P(=N)(O)O)P(C)O.O=S1(=O)OCCO1.O=S1(=O)OCCO1.O=S1(=O)OCCO1.O=S1(=O)OCCO1
**HOMO energy**: -8.21 eV
**Total charge**: 0
**Lowest unoccupied orbital energy**: 0.025 eV
**Largest force on an atom**: 3.65 eV Å⁻¹

Atom charges from the Löwdin analysis, given in e for atoms 1 to 6: number 1, C, carries -0.112; number 2, C, carries -0.271; number 3, C, carries -0.161; number 4, C, carries -0.209; number 5, N, carries 0.006; number 6, C, carries -0.599


# 2
This record from OMol25 describes a cluster of 2 separate species, C29H56ClN4O4PS2 in total in a non-equilibrium geometry. The level of theory is ωB97M-V with the def2-TZVPD basis set.

```
97
C29H56ClN4O4PS2 ωB97M-V with the def2-TZVPD basis set
C 6.8816 -0.9386 1.9965
C 6.5085 0.1515 0.7848
C 5.5477 -0.5923 -0.3172
C 5.0626 0.3890 -1.5629
N 3.8908 1.2832 -1.2231
C 2.9769 1.4980 -2.4468
C 1.6692 0.5013 -2.4100
C 0.2541 1.2620 -2.8757
C -0.2273 2.1474 -1.5879
C -1.7833 1.9376 -1.1242
C -2.8347 1.5860 -2.3305
N -3.4156 1.1053 -3.4107
C -1.9815 0.7267 0.0126
C -1.0824 -0.6085 -0.2948
C -1.8413 -1.9687 0.3142
C -2.0682 -1.9161 1.9370
O -1.0205 -2.6492 2.7110
C -2.2759 3.4065 -0.4927
C -3.7908 3.0946 0.1413
N -4.8764 2.8683 0.8516
C -1.1877 3.8998 0.6299
C -1.7224 5.0596 1.6593
C -2.5411 4.4999 2.9704
Cl -0.1610 5.8663 2.3581
P -2.4268 4.7724 -1.8646
N -3.3683 6.0205 -1.4269
C 4.3730 2.6717 -0.7554
S 3.9566 3.2000 0.8105
S 5.4122 3.8174 -1.8130
C 5.2976 5.6052 -1.2229
C 6.2900 5.9604 0.0330
C 5.4496 6.4984 1.3687
H 7.1247 -0.4092 3.0178
H 6.0161 -1.7042 2.1859
H 7.8441 -1.5800 1.7231
H 7.5356 0.5150 0.3507
H 5.9687 1.0529 1.3490
H 4.6284 -1.1519 0.1701
H 6.2076 -1.4469 -0.8178
H 4.8533 -0.3517 -2.4753
H 6.0401 0.9944 -1.8835
H 2.6605 2.6388 -2.5304
H 3.6708 1.3048 -3.3984
H 1.5259 0.0650 -1.3250
H 1.8398 -0.3664 -3.1950
H 0.4561 1.9977 -3.7738
H -0.4669 0.3995 -3.1972
H 0.0478 3.2818 -1.8387
H 0.4620 1.8793 -0.6507
H -1.7959 1.0918 1.1081
H -3.1230 0.3870 -0.0306
H -1.0346 -0.7909 -1.4621
H 0.0240 -0.5458 0.1394
H -2.9236 -2.0533 -0.1781
H -1.1687 -2.8831 -0.0514
H -2.2489 -0.8331 2.3447
H -3.0783 -2.5154 2.1491
H -0.2532 -2.0075 2.7844
H -0.2026 4.3457 0.1235
H -0.7863 3.0107 1.3184
H -2.3171 5.9346 1.1600
H -3.7145 4.5966 2.8417
H -2.2039 3.4310 3.3073
H -2.2729 5.2393 3.8688
H -2.9918 4.2590 -3.1065
H -1.0911 5.2526 -2.1477
H -3.7518 5.8277 -0.4760
H 4.1812 5.8408 -0.9620
H 5.6514 6.2831 -2.1330
H 7.0240 6.8195 -0.3221
H 6.9958 5.0571 0.3550
H 4.3068 6.6682 1.0830
H 5.5881 5.7140 2.2356
H 5.8654 7.5577 1.6998
C -2.4777 -5.3865 2.4938
O -2.9658 -5.6688 1.1931
C -2.1671 -6.6250 0.4962
C -3.0367 -7.4812 -0.4274
O -3.8177 -8.4710 0.2561
C -4.8990 -7.9832 1.0630
C -6.0636 -7.3985 0.2561
O -5.7209 -6.1113 -0.2552
C -6.3055 -5.8475 -1.5218
H -1.5365 -4.8293 2.4315
H -3.2223 -4.7788 3.0120
H -2.3360 -6.3083 3.0662
H -1.6407 -7.2822 1.1976
H -1.4275 -6.0714 -0.0912
H -2.3691 -8.0451 -1.0896
H -3.6643 -6.8684 -1.0772
H -4.5367 -7.2862 1.8203
H -5.2739 -8.8577 1.6049
H -6.9348 -7.2716 0.9068
H -6.3220 -8.0922 -0.5570
H -6.0832 -6.6518 -2.2298
H -5.8699 -4.9238 -1.9111
H -7.3870 -5.7213 -1.4171
```

Computed properties:
**Frontier orbital gap**: 8.16 eV
**SMILES**: CCCCN(CCCC[C@@](C#N)(CCCCO)[C@@](C#N)(C[C@@H](C)Cl)[PH2]=N)C(=S)SCCC.COCCOCCOC
**HOMO energy**: -8.89 eV
**Total charge**: 0
**Lowest unoccupied orbital energy**: -0.733 eV
**Largest force on an atom**: 12.55 eV Å⁻¹

Atom charges from the Löwdin analysis, given in e for atoms 1 to 6: number 1, C, carries -0.158; number 2, C, carries -0.251; number 3, C, carries -0.199; number 4, C, carries -0.223; number 5, N, carries -0.210; number 6, C, carries -0.203